Entry 1:
{
  "formula": "C6H13NO2",
  "method": "ωB97M-V with the def2-TZVPD basis set",
  "species": ["O", "O", "N", "C", "C", "C", "C", "C", "C", "H", "H", "H", "H", "H", "H", "H", "H", "H", "H", "H", "H", "H"],
  "positions_angstrom": [[-0.5802, -0.3267, -1.5312], [-0.3436, 1.5810, -0.3213], [0.9306, -1.8296, 0.0998], [-0.4044, 0.1881, -0.2394], [-2.9049, 0.3131, 0.1031], [-1.5837, -0.1733, 0.6849], [2.0912, 0.2198, -0.4092], [0.9399, -0.3855, 0.3346], [2.8873, 1.1485, 0.0854], [0.0210, 1.8046, -1.1852], [0.3149, -2.2958, 0.7571], [-2.8901, 1.3954, 0.0141], [-0.2070, -1.2222, -1.5226], [1.8623, -2.2082, 0.2307], [3.6897, 1.5752, -0.4919], [-1.6143, -1.2565, 0.8124], [-3.7310, 0.0193, 0.7459], [2.2170, -0.1484, -1.4188], [-3.0529, -0.1138, -0.8855], [1.0008, -0.1075, 1.3977], [-1.4050, 0.2960, 1.6528], [2.7624, 1.5262, 1.0866]],
  "forces_ev_per_a": [[-0.2, 0.1, -0.3], [-0.2, 0.1, 0.0], [0.1, -0.2, 0.2], [0.2, -0.4, 0.6], [0.2, -0.1, 0.1], [0.1, 0.4, -0.5], [-0.1, -0.2, 0.2], [-0.3, 0.4, -0.2], [0.1, 0.0, 0.0], [0.1, 0.0, 0.0], [0.1, 0.0, 0.0], [-0.1, 0.1, 0.0], [0.1, 0.0, 0.1], [-0.1, 0.0, 0.0], [0.1, 0.1, -0.2], [0.1, 0.0, 0.1], [-0.1, 0.0, 0.0], [0.1, 0.0, -0.2], [-0.1, 0.0, -0.1], [0.0, 0.0, -0.2], [0.1, -0.1, 0.1], [-0.1, 0.0, 0.2]],
  "lowdin_charge": [0.02, 0.03, 0.05, -0.60, -0.09, -0.16, -0.15, -0.33, 0.03, 0.11, 0.08, 0.07, 0.09, 0.09, 0.05, 0.11, 0.07, 0.11, 0.07, 0.15, 0.12, 0.06],
  "e_above_lowest_kcal_mol": 26.07,
  "e_lumo_ev": 0.94,
  "molar_mass_g_mol": 131.18,
  "homo_energy_ev": -9.53,
  "smiles": "C=C[C@H](N)C(O)(O)CC",
  "homo_lumo_gap_ha": 0.385
}



Entry 2:
{
  "formula": "C38H95B2Cl2O23P2S14",
  "method": "ωB97M-V with the def2-TZVPD basis set",
  "species": ["Cl", "Cl", "S", "S", "S", "S", "S", "S", "S", "S", "S", "S", "S", "S", "S", "S", "P", "P", "O", "O", "O", "O", "O", "O", "O", "O", "O", "O", "O", "O", "O", "O", "O", "O", "O", "O", "O", "O", "O", "O", "O", "C", "C", "C", "C", "C", "C", "C", "C", "C", "C", "C", "C", "C", "C", "C", "C", "C", "C", "C", "C", "C", "C", "C", "C", "C", "C", "C", "C", "C", "C", "C", "C", "C", "C", "C", "C", "C", "C", "B", "B", "H", "H", "H", "H", "H", "H", "H", "H", "H", "H", "H", "H", "H", "H", "H", "H", "H", "H", "H", "H", "H", "H", "H", "H", "H", "H", "H", "H", "H", "H", "H", "H", "H", "H", "H", "H", "H", "H", "H", "H", "H", "H", "H", "H", "H", "H", "H", "H", "H", "H", "H", "H", "H", "H", "H", "H", "H", "H", "H", "H", "H", "H", "H", "H", "H", "H", "H", "H", "H", "H", "H", "H", "H", "H", "H", "H", "H", "H", "H", "H", "H", "H", "H", "H", "H", "H", "H", "H", "H", "H", "H", "H", "H", "H", "H"],
  "positions_angstrom": [[2.4055, 2.0996, 4.8929], [5.4659, -0.8007, 5.5955], [0.2460, -3.7234, -11.3876], [3.3314, 0.9111, -3.3840], [-3.8726, 3.1167, -1.4272], [-3.4727, -4.5438, -0.0847], [2.9877, 6.1832, 7.4496], [-4.3497, 0.3066, 4.1851], [-0.6962, -0.1076, 3.0229], [-5.4820, 0.3323, -4.2989], [-0.4791, 7.3992, -0.9712], [3.8775, -3.2554, -2.1127], [-4.2153, 4.8170, 8.0903], [-3.0946, -2.7223, -8.1306], [0.7996, 2.8466, -5.1768], [3.3184, -2.8910, 4.6161], [3.2677, -0.9350, 3.3861], [0.0278, -2.6995, 4.3436], [2.1016, -1.3808, -0.5375], [-2.5523, -3.6396, 0.6446], [1.6983, -0.6506, 3.8622], [0.0934, 3.8049, -4.2796], [7.0934, -3.8702, -0.3663], [-1.5928, -2.3477, 4.4434], [1.9405, -5.2294, 0.5477], [-3.2272, 1.9032, -0.8658], [2.6989, -1.9181, 2.0306], [3.3898, 4.7615, 7.3588], [-5.2235, 0.4973, 2.9902], [-4.0044, 3.3860, 7.7668], [1.5417, -5.1487, 2.8489], [-4.4118, -3.1235, -7.5551], [-1.7883, 7.0741, -0.3455], [5.5105, -5.4535, -0.7107], [-4.0198, 0.1179, -4.4885], [5.5744, -5.6603, 2.7914], [0.4926, -2.0898, 5.7698], [-0.5044, -2.8119, -10.4824], [4.2856, -5.8680, 4.6369], [0.3450, 0.0355, 0.1570], [2.1828, 0.2166, -2.7481], [1.8704, 6.3221, 8.8530], [3.4243, 2.5556, -2.6616], [1.4449, -4.5891, -10.3704], [-0.8151, -5.1420, -11.6855], [-2.8360, -1.0027, -7.7016], [3.4317, 0.6055, 2.3091], [-5.3991, 4.8805, 9.4425], [-0.9461, -0.3703, -0.3069], [7.0424, -6.7087, 0.8109], [4.4468, 1.7636, 6.6279], [-3.3617, -2.4394, -9.8804], [-0.7612, 7.5449, -2.7383], [-3.3600, 4.5231, -0.4479], [1.9762, 1.9537, -4.1554], [0.6819, -1.3162, 3.1359], [-5.3245, 5.4758, 6.8383], [1.7341, 6.4423, 6.1878], [-2.9291, 3.5604, -2.8823], [0.6330, -3.1905, 1.3780], [-0.1794, 9.1470, -0.6727], [-6.3194, -1.1096, -4.9693], [4.5818, -3.6767, 3.6362], [4.5647, 0.8550, 1.6492], [-5.8554, -0.0104, -2.5782], [4.8024, -5.8048, 1.6037], [-4.3280, 1.8677, 5.0678], [-5.1215, -3.8486, 0.0919], [3.7489, 1.1409, 5.4515], [4.8567, -3.1229, -0.5829], [1.3049, -1.8540, 1.8106], [-5.3332, -0.5795, 5.4031], [4.7397, -5.1576, 3.7870], [4.8329, 0.3008, -2.6113], [-3.2906, -4.1609, -1.8318], [5.9406, -4.1801, -0.5250], [4.0697, -0.0211, 4.8719], [5.6164, -6.3395, 0.4252], [-0.3129, 1.4596, -5.4401], [1.2091, -0.9931, 0.4632], [1.4053, -4.5446, 1.6459], [-5.5009, -1.5852, 5.0239], [2.6010, 1.2988, 2.2427], [2.7646, -2.5827, -1.7895], [0.7111, 9.4592, -1.2184], [-6.2758, 4.2857, 9.1862], [-3.8149, 1.7487, 6.0191], [4.3279, 3.0531, -3.0140], [5.1483, -7.2652, 0.1102], [-4.7810, -0.6286, 6.3414], [-2.2757, 4.5305, -0.3656], [7.5308, -7.1347, -0.0609], [-3.2871, 4.5107, -3.2811], [-1.0469, 9.7254, -0.9910], [2.4490, 6.1422, 9.7565], [7.5896, -5.8492, 1.1757], [2.7414, 2.6581, -3.8362], [1.8642, -6.0520, 2.7732], [-3.7886, 2.5849, 4.4519], [-1.2203, -1.3678, 0.0385], [4.7482, 0.3831, -1.5268], [-3.0704, 2.7755, -3.6250], [2.1826, -3.8634, -10.0357], [-4.0398, -4.7087, -2.4043], [1.2125, -2.6477, 6.0937], [4.5853, -1.2805, 2.9328], [-0.6644, 1.0845, -4.4784], [-1.0050, 6.5536, -3.1178], [-5.3897, 0.7552, -1.9630], [1.9327, -5.3610, -10.9654], [-3.8022, 4.4378, 0.5428], [-1.1618, -5.5433, -10.7331], [-1.9460, -0.6300, -8.2099], [5.6828, 0.8826, -2.9700], [4.1773, -3.1826, 0.2647], [-6.2059, 4.8392, 6.7617], [-5.6081, 6.4943, 7.1045], [-5.3508, 2.2112, 5.2302], [-7.3830, -1.0438, -4.7386], [3.4296, 2.4741, -1.5745], [2.2173, 6.3476, 5.2179], [-6.1759, -1.1182, -6.0480], [5.5239, 1.7207, 6.5269], [1.3124, 7.4424, 6.2948], [-5.8190, -4.4050, -0.5353], [5.1666, 0.0101, 1.3290], [4.4367, -3.4042, 2.5922], [-3.4005, -3.0862, -1.9824], [-4.9168, 4.4656, 10.3247], [-6.2880, -0.0707, 5.5443], [-4.7898, 5.4799, 5.8908], [2.5482, 3.1147, -2.9856], [-1.5900, 8.2302, -2.9191], [-6.9361, 0.0147, -2.4353], [4.9623, -0.7442, -2.8875], [2.4321, 1.1539, -4.7400], [-1.6828, 0.3247, 0.0748], [-1.1589, 1.8137, -6.0260], [-3.7067, 5.4368, -0.9268], [2.2430, -4.6047, -0.1196], [-0.3831, -3.2722, 1.7609], [5.5502, -3.2537, 3.9180], [0.9584, 5.6831, 6.2869], [-2.7002, -0.9379, -6.6225], [1.6130, -1.4954, -1.3590], [1.4677, 1.5430, -3.2830], [-0.2597, -5.8975, -12.2409], [0.1477, 7.9042, -3.2204], [-5.4112, -3.9421, 1.1361], [4.1095, 2.7887, 6.7350], [4.1065, 1.2426, 7.5226], [-4.2082, -1.7648, -10.0194], [4.3238, -4.8708, 1.3231], [5.3404, -2.1555, -0.5455], [0.9414, -5.0279, -9.5094], [-2.0250, -2.9252, 3.8031], [-5.1028, -2.7956, -0.1898], [-1.6645, -4.8048, -12.2759], [-2.2947, -4.4748, -2.1370], [-5.6800, 5.9170, 9.6303], [1.0823, 5.5744, 8.7636], [1.4464, 7.3264, 8.8815], [-3.7104, -0.4196, -7.9921], [-2.4600, -2.0235, -10.3159], [-5.8878, -2.0134, -4.5395], [-0.0307, 1.0158, 2.7159], [3.9804, -6.4891, 1.8108], [0.2124, 0.6767, -5.9876], [0.5105, -3.1556, 0.2926], [-0.9889, -0.3446, -1.3982], [7.0029, -7.4478, 1.6051], [4.9309, 1.8584, 1.4676], [-5.4564, -0.9886, -2.3099], [-1.8727, 3.6320, -2.6239], [-3.5820, -3.3991, -10.3448], [-0.0192, 9.2782, 0.3951]],
  "forces_ev_per_a": [[-0.2, 0.0, 0.0], [0.2, 0.0, -0.3], [0.1, 0.0, 0.0], [7.8, -4.6, 4.3], [-0.1, 0.1, -0.1], [-0.1, 0.0, -0.1], [0.0, 0.1, -0.1], [0.1, -0.1, -0.2], [-0.6, -0.1, 0.1], [-0.1, 0.1, 0.0], [0.1, -0.1, 0.0], [0.2, -0.8, -0.7], [0.1, 0.1, 0.0], [0.0, -0.1, 0.0], [-0.2, -0.4, -0.4], [-0.6, -0.1, 0.4], [1.2, -0.3, -1.5], [0.3, -0.9, -0.6], [-0.4, -0.8, 0.7], [0.1, 0.0, 0.1], [0.2, -0.3, -0.2], [-0.1, 0.4, 0.2], [-0.3, -0.4, 0.1], [0.1, 0.2, 0.0], [0.3, 0.1, 0.3], [0.0, -0.1, 0.0], [0.1, -0.6, 0.4], [0.1, 0.1, 0.1], [-0.2, 0.0, 0.1], [-0.1, 0.0, 0.1], [-0.5, -0.2, 0.1], [-0.1, 0.1, 0.0], [0.0, 0.2, 0.0], [-0.1, 0.0, 0.2], [0.1, 0.0, -0.1], [-0.1, -0.2, -0.1], [-0.3, 0.2, 0.2], [0.2, 0.0, 0.0], [0.4, 0.1, -0.4], [-0.1, -0.5, -0.2], [0.9, -2.4, 1.2], [-0.1, 0.0, 0.0], [3.3, 1.0, 5.5], [0.0, -0.1, 0.1], [0.0, -0.1, 0.0], [0.1, 0.2, 0.1], [-0.2, -0.3, -0.2], [-0.1, 0.0, 0.0], [-0.2, 0.2, 0.2], [-0.2, 0.2, -0.2], [-0.7, 0.2, -0.1], [-0.2, 0.2, -0.1], [-0.1, 0.0, -0.1], [0.0, -0.1, 0.1], [-7.4, 2.8, -8.1], [0.1, 0.9, 1.1], [-0.1, 0.0, 0.0], [-0.1, 0.1, 0.0], [0.1, 0.1, -0.2], [0.5, -0.1, 0.0], [0.0, 0.1, 0.0], [0.0, -0.1, 0.0], [0.2, 0.1, 0.4], [-0.3, -0.2, 0.1], [0.0, 0.0, 0.1], [-0.3, -0.3, -0.1], [0.0, 0.0, 0.0], [-0.1, 0.0, -0.1], [0.4, -0.3, 0.0], [-0.3, 0.4, -0.3], [-0.5, 0.7, -0.2], [-0.1, 0.0, 0.1], [-0.3, 0.2, 0.4], [-0.1, -0.2, 1.5], [-0.1, 0.0, -0.1], [0.3, 0.6, -0.1], [-0.8, 0.5, 0.1], [0.5, -0.4, 0.6], [-0.2, 0.0, 0.0], [0.0, 0.7, 0.1], [0.3, 0.0, -0.4], [0.0, 0.0, 0.0], [0.2, 0.6, 0.7], [0.7, -0.2, 0.3], [0.0, 0.0, 0.0], [0.0, 0.0, 0.0], [0.0, 0.0, 0.0], [0.2, 0.0, 0.0], [-0.2, 0.1, -0.5], [0.0, 0.0, 0.0], [0.0, 0.0, 0.0], [0.2, 0.0, 0.0], [0.0, 0.0, 0.0], [0.0, 0.0, 0.0], [0.0, 0.0, 0.0], [0.2, 0.1, 0.0], [-2.4, -0.4, -6.0], [0.2, 0.0, 0.0], [0.0, 0.0, 0.0], [0.0, -0.1, 0.1], [0.3, -0.2, 0.2], [0.0, 0.0, 0.0], [0.0, 0.0, 0.0], [0.0, 0.0, 0.0], [0.1, 0.1, 0.0], [-0.1, -0.2, 0.3], [0.0, 0.0, 0.0], [0.1, 0.0, 0.0], [0.1, 0.0, 0.0], [0.0, 0.0, 0.0], [0.0, -0.1, 0.0], [0.0, 0.0, 0.0], [0.0, -0.1, 0.0], [-0.1, 0.1, -0.1], [0.0, 0.0, 0.2], [0.0, 0.0, 0.0], [0.0, 0.0, 0.0], [0.0, 0.0, 0.0], [0.0, 0.0, 0.0], [0.5, 0.0, 0.3], [0.0, 0.0, 0.0], [0.1, 0.0, 0.0], [0.1, -0.1, 0.1], [0.0, 0.0, 0.0], [0.0, 0.0, 0.0], [0.7, 0.1, 0.7], [0.0, -0.1, 0.0], [0.0, 0.0, 0.0], [0.0, 0.0, 0.0], [0.0, 0.0, 0.0], [0.0, 0.0, 0.0], [0.9, 1.8, 4.1], [0.0, 0.0, 0.0], [0.0, 0.0, 0.0], [-0.1, 0.0, -0.1], [-2.5, 0.9, -2.1], [-0.1, 0.1, 0.0], [-0.1, 0.0, 0.0], [0.0, 0.0, 0.0], [-0.3, -0.1, -0.4], [-0.1, 0.1, 0.1], [0.2, 0.0, 0.0], [0.0, 0.0, 0.0], [-0.1, 0.0, 0.0], [0.0, 1.2, -0.2], [-1.0, 1.1, -0.5], [0.0, 0.0, 0.0], [0.0, 0.0, 0.0], [0.0, 0.0, 0.0], [0.2, 0.1, 0.0], [0.3, -0.1, 0.2], [-0.1, 0.0, 0.1], [0.1, 0.1, 0.1], [0.1, 0.1, 0.1], [0.0, 0.0, 0.0], [-0.1, 0.0, 0.0], [0.1, 0.0, 0.0], [0.0, 0.0, 0.0], [0.0, 0.0, 0.0], [0.0, 0.0, 0.0], [0.0, 0.0, 0.0], [0.0, 0.0, 0.0], [0.0, 0.0, 0.0], [0.0, 0.0, 0.0], [0.0, 0.0, 0.0], [0.4, -0.3, -0.2], [0.0, -0.2, 0.0], [0.0, 0.0, 0.0], [-0.2, -0.1, -0.1], [0.1, 0.0, -0.1], [0.0, -0.1, 0.1], [-0.3, 0.1, -0.9], [0.0, 0.0, 0.0], [0.0, 0.0, 0.0], [0.0, 0.0, 0.0], [0.0, 0.0, 0.0]],
  "lowdin_charge": [0.70, 0.62, 0.82, 0.81, 0.79, 0.82, 0.81, 0.79, 0.84, 0.79, 0.82, 0.79, 0.81, 0.80, 0.88, 0.71, 0.45, 0.88, 0.08, -0.54, -0.41, -0.56, 0.14, -0.35, 0.13, -0.53, -0.29, -0.55, -0.57, -0.54, 0.14, -0.57, -0.55, -0.01, -0.56, -0.03, -0.28, -0.57, 0.13, 0.00, -0.43, -0.28, -0.20, -0.27, -0.27, -0.27, -0.25, -0.28, -0.08, -0.03, -0.16, -0.29, -0.26, -0.28, -0.58, -0.75, -0.27, -0.27, -0.26, -0.01, -0.28, -0.27, -0.48, -0.07, -0.25, -0.13, -0.28, -0.26, -0.77, -0.39, -0.39, -0.27, -0.52, -0.23, -0.26, -0.54, -0.73, -0.28, -0.26, -0.63, -0.69, 0.04, 0.05, -0.15, 0.05, 0.06, 0.04, 0.11, 0.15, 0.05, 0.05, 0.09, 0.05, 0.05, 0.05, 0.08, -0.07, 0.10, 0.05, 0.07, 0.05, 0.03, 0.05, 0.05, 0.00, 0.02, 0.07, 0.04, 0.01, 0.05, 0.05, 0.06, 0.05, 0.05, 0.06, 0.06, 0.05, 0.05, 0.05, 0.11, 0.05, 0.04, 0.05, 0.05, 0.05, 0.04, 0.05, 0.05, 0.05, 0.05, 0.05, 0.07, 0.06, 0.06, 0.01, 0.03, 0.06, 0.05, 0.04, 0.06, 0.08, 0.08, 0.06, 0.03, 0.07, 0.07, 0.05, 0.05, 0.05, 0.01, 0.08, 0.06, 0.09, 0.08, 0.06, 0.03, 0.05, 0.05, 0.05, 0.05, 0.06, 0.05, 0.06, 0.01, 0.06, -0.11, 0.13, 0.06, 0.10, 0.09, 0.09, 0.04, 0.05, 0.04, 0.05, 0.05],
  "total_charge": -1,
  "e_lumo_ev": 1.36,
  "molar_mass_g_mol": 1523.57,
  "homo_energy_ev": -4.15,
  "homo_lumo_gap_ha": 0.202
}